{"formula": "C5H11N3", "method": "ωB97M-V/def2-TZVPD", "mol_weight_g_mol": 113.16, "e_tot_ha": -360.62582, "homo_ev": -19.7, "charge": 2, "species": ["N", "N", "N", "C", "C", "C", "C", "C", "H", "H", "H", "H", "H", "H", "H", "H", "H", "H", "H"], "coordinates": [[-0.329299, 0.153179, -0.390332], [2.495659, -1.949934, 0.641017], [1.483695, -2.210086, -1.569623], [0.688296, 2.153762, 0.327485], [-1.255451, -0.403865, 0.190317], [1.924595, -2.043123, -0.509901], [0.514637, 1.038583, -0.629783], [-2.713714, -0.132861, 0.084131], [-2.959886, -0.784084, -0.935332], [3.583806, -1.973144, 0.510347], [-3.191597, 0.843502, -0.191876], [-1.066281, -1.129542, 0.924941], [1.009082, -2.051296, -2.553741], [-0.025217, 2.960396, -0.006196], [1.040428, 1.082116, -1.472102], [1.674865, 2.639394, 0.333328], [0.312257, 1.988053, 1.326061], [1.906400, -1.735818, 1.451643], [-3.258468, -0.498349, 0.927176]], "forces_ev_per_angstrom": [[1.1697, 0.4613, -1.0496], [1.8932, 0.0342, -1.3419], [-1.1541, 0.6039, -1.6804], [-0.5717, 1.7028, -0.1765], [-3.1645, 0.8371, 1.1597], [-0.4773, -0.4096, -1.2816], [-1.5634, 1.2713, 3.7788], [-0.9792, -0.6432, -3.8270], [0.1371, 1.1225, 2.6020], [-2.4359, 0.1535, 1.3942], [1.3765, -0.3937, 0.1970], [0.7177, -1.4342, 0.6902], [1.5415, -0.5840, 2.7887], [0.6280, -0.4862, -0.1766], [2.0822, -0.2944, -3.7084], [-0.2527, -0.4635, -0.1177], [0.2015, -0.5644, 0.3350], [1.0078, -0.2105, 0.0407], [-0.1564, -0.7029, 0.3734]], "nbo_charge": [-0.307, -0.796, -0.483, -0.717, 0.280, 0.740, 0.274, -0.709, 0.301, 0.513, 0.299, 0.225, 0.545, 0.305, 0.223, 0.286, 0.260, 0.481, 0.279]}

{"formula": "C5H11N3", "method": "ωB97M-V/def2-TZVPD", "mol_weight_g_mol": 113.16, "e_tot_ha": -360.63575, "homo_ev": -17.8, "charge": 2, "species": ["N", "N", "N", "C", "C", "C", "C", "C", "H", "H", "H", "H", "H", "H", "H", "H", "H", "H", "H"], "coordinates": [[0.762413, -0.557145, -1.023240], [-1.059699, 1.999916, -0.414662], [-1.465618, 0.355858, 1.312975], [-0.726243, -0.741824, 1.370036], [-0.767187, 0.985977, 0.311683], [1.540020, 0.282974, 1.128109], [0.023921, -1.447198, -1.863060], [0.321203, -0.137391, 0.294576], [-1.047839, -1.265268, -1.796510], [1.273346, 0.640576, 2.119392], [1.771359, -0.632778, -1.114424], [-1.915186, 2.550061, -0.302297], [0.362299, -1.311142, -2.894374], [0.208053, -2.506756, -1.624001], [2.200785, -0.571660, 1.252821], [-0.879983, -1.673756, 1.890652], [-2.269755, 0.637325, 1.878408], [2.092242, 1.072495, 0.622117], [-0.424132, 2.319736, -1.148202]], "forces_ev_per_angstrom": [[-0.5234, 1.0141, 2.6171], [-0.1345, -0.4177, 0.6334], [-0.5292, -1.0649, 1.3242], [0.4074, 1.0109, -2.2845], [0.5802, 0.4712, -1.4213], [0.0231, 0.1220, 0.2088], [-0.2706, -1.2394, -0.7033], [1.3255, 0.1283, -1.2207], [-0.0684, 0.1198, -0.1257], [-0.0345, 0.1115, 0.1220], [-0.2105, -0.0620, 0.3349], [0.0880, -0.0633, 0.0649], [-0.2710, 0.1046, 0.1279], [-0.1406, 0.2752, 0.0390], [-0.0227, -0.1344, -0.0369], [-0.2454, -0.1609, 0.4324], [-0.0516, -0.0140, 0.0154], [-0.0236, 0.0343, -0.1221], [0.1017, -0.2354, -0.0056]], "nbo_charge": [-0.577, -0.588, -0.485, 0.408, 0.578, -0.635, -0.434, 0.081, 0.198, 0.245, 0.426, 0.473, 0.257, 0.221, 0.279, 0.299, 0.493, 0.273, 0.486]}

{"formula": "C5H11N3O", "method": "ωB97M-V/def2-TZVPD", "mol_weight_g_mol": 129.16, "e_tot_ha": -436.50541, "homo_ev": -8.3, "charge": 0, "species": ["O", "N", "N", "N", "C", "C", "C", "C", "C", "H", "H", "H", "H", "H", "H", "H", "H", "H", "H", "H"], "coordinates": [[-0.777975, 1.149471, 1.245955], [1.841995, 0.206887, 0.755563], [3.210955, -0.252196, -1.075851], [-0.463976, -1.063294, 0.384781], [-1.286827, 0.698645, -1.094681], [2.007869, -0.089414, -0.527731], [-2.672694, -0.179710, 0.824818], [0.776207, -1.137187, 0.312796], [-1.268751, 0.163154, 0.344581], [2.668949, 0.187739, 1.377567], [1.323589, -2.067243, 0.413967], [-0.274256, 0.903251, -1.443012], [4.075683, -0.062353, -0.570612], [-1.857641, 1.627495, -1.114004], [-3.291906, 0.717979, 0.817859], [0.189240, 1.175510, 1.153284], [-1.749652, -0.023276, -1.769253], [-2.622471, -0.565971, 1.842720], [-3.121276, -0.935443, 0.179612], [3.292937, -0.454043, -2.058360]], "forces_ev_per_angstrom": [[-0.0090, -0.1838, -0.1616], [-0.0880, -0.2372, 0.0121], [0.1376, 0.0393, 0.0938], [0.2090, 0.1323, 0.0152], [0.0048, -0.0553, 0.1778], [-0.1130, -0.1178, -0.0517], [0.1290, 0.0317, -0.0406], [-0.0735, 0.3726, 0.0910], [0.0752, 0.0983, -0.0183], [-0.0549, -0.0397, -0.1491], [0.0233, 0.0280, -0.0377], [-0.0032, -0.0140, 0.0165], [-0.1729, -0.0144, -0.0389], [0.0083, -0.0285, 0.0068], [0.0262, -0.0170, -0.0110], [-0.1155, -0.0477, -0.0247], [0.0082, 0.0067, 0.0420], [0.0146, 0.0047, -0.0305], [0.0336, 0.0234, 0.0080], [-0.0399, 0.0182, 0.1011]], "nbo_charge": [-0.743, -0.713, -0.795, -0.484, -0.641, 0.270, -0.608, 0.259, 0.376, 0.336, 0.191, 0.217, 0.369, 0.217, 0.211, 0.493, 0.210, 0.221, 0.210, 0.405]}

{"formula": "C5H11N3O", "method": "ωB97M-V/def2-TZVPD", "mol_weight_g_mol": 129.16, "smiles": "[H]/N=C(\\N)C(C)(C)C(N)=O", "e_tot_ha": -436.59560, "homo_ev": -8.6, "charge": 0, "species": ["O", "N", "N", "N", "C", "C", "C", "C", "C", "H", "H", "H", "H", "H", "H", "H", "H", "H", "H", "H"], "coordinates": [[-0.654753, 1.885830, 0.085783], [1.426692, 1.788326, 0.882919], [-2.343414, -0.208102, -0.103098], [-1.108459, -0.818079, 1.765587], [1.476379, -1.050745, 0.204643], [0.345386, -0.154174, -0.276237], [0.089478, -0.343356, -1.770899], [0.453776, 1.280636, 0.101044], [-1.164910, -0.263620, 0.606703], [-0.260206, -1.360589, -1.976897], [2.445812, -0.760518, -0.222926], [-2.343205, 0.463277, -0.864348], [-0.650979, 0.353394, -2.175645], [1.273401, -2.091535, -0.067460], [-3.177206, -0.118755, 0.464144], [1.005532, -0.177060, -2.352012], [-1.937576, -1.384815, 1.936430], [2.212212, 1.250891, 1.214885], [1.313344, 2.720929, 1.255618], [1.598695, -1.011936, 1.291765]], "forces_ev_per_angstrom": [[2.2012, 0.8872, -1.2758], [0.9845, -0.1173, -0.4934], [0.1551, 0.5124, -1.0651], [1.1112, 0.0010, -1.0443], [-0.2293, -0.1920, 0.5746], [-1.8620, 0.3319, 0.6420], [-0.1412, 0.0289, -0.2774], [-2.9089, 1.6910, 2.3631], [1.4934, -3.6644, -0.0530], [0.0832, 0.1474, 0.0960], [-0.3171, 0.0332, -0.2339], [-0.0184, -0.1680, 0.2607], [0.0883, -0.0716, 0.2311], [0.0767, 0.1728, 0.0492], [0.2850, -0.0090, 0.0605], [-0.0291, -0.0885, 0.2242], [-0.4017, 0.8397, 0.4742], [-0.0735, 0.0093, -0.3268], [-0.2339, -0.2751, -0.1009], [-0.2637, -0.0689, -0.1049]], "nbo_charge": [-0.670, -0.791, -0.846, -0.794, -0.629, -0.150, -0.608, 0.661, 0.555, 0.223, 0.210, 0.396, 0.221, 0.230, 0.385, 0.214, 0.343, 0.400, 0.413, 0.236]}

Question: Which formula does entry 1 have?
Answer: C5H11N3